{
  "formula": "C23H33BrN5O3ReS2",
  "method": "the ωB97M-V functional and the def2-TZVPD basis",
  "elements": ["Re", "O", "N", "C", "C", "C", "C", "C", "S", "H", "H", "H", "H", "C", "C", "N", "C", "C", "N", "C", "C", "H", "H", "H", "H", "H", "H", "H", "H", "H", "H", "H", "H", "H", "C", "C", "N", "C", "S", "N", "C", "C", "H", "H", "H", "H", "H", "H", "H", "H", "H", "H", "H", "H", "Br", "C", "C", "C", "C", "C", "C", "C", "O", "O", "H", "H", "H", "H"],
  "coordinates": [[-0.2298, 0.8973, -0.1900], [-0.3490, -0.2832, -1.7735], [-1.0273, 0.1639, -2.8842], [-0.7430, -0.4343, -4.0595], [-1.3768, -0.0362, -5.1983], [-2.3300, 0.9866, -5.1184], [-2.6013, 1.5713, -3.9060], [-1.9083, 1.1655, -2.7622], [-2.0808, 1.8823, -1.1991], [0.0091, -1.2064, -4.0160], [-1.1296, -0.5061, -6.1387], [-2.8422, 1.3234, -6.0109], [-3.3342, 2.3607, -3.8052], [1.7158, -4.6065, -1.9353], [1.3606, -3.1434, -1.5559], [0.4162, -3.1202, -0.4418], [-0.8065, -3.8251, -0.8134], [-0.5043, -5.3202, -1.1075], [0.9842, -5.5058, -0.9766], [1.4095, -5.2159, 0.4379], [1.0239, -3.7423, 0.7343], [2.7782, -4.8194, -1.8411], [1.3966, -4.8721, -2.9407], [0.9093, -2.6276, -2.3998], [2.2552, -2.5909, -1.2714], [-1.2310, -3.3402, -1.6918], [-1.5305, -3.7346, -0.0051], [-0.7935, -5.6225, -2.1116], [-0.9782, -5.9899, -0.3939], [1.2151, -6.4720, -1.1985], [2.4795, -5.3973, 0.5077], [0.8949, -5.9225, 1.0842], [1.9028, -3.1668, 1.0184], [0.3191, -3.6881, 1.5610], [0.6563, 2.4453, 5.6413], [-0.0192, 2.5136, 4.2784], [0.3568, 1.3824, 3.4058], [-0.3270, 0.3421, 2.9906], [0.3278, -0.6213, 1.6320], [-1.4478, -0.1246, 3.5251], [-2.2425, 0.3106, 4.6880], [-3.4155, 1.1974, 4.2918], [0.2937, 3.2542, 6.2763], [1.7372, 2.5547, 5.5422], [0.4538, 1.4958, 6.1406], [0.2871, 3.4074, 3.7386], [-1.0967, 2.5517, 4.3653], [1.2267, 1.5106, 2.9142], [-1.8585, -0.8711, 2.9890], [-1.5934, 0.7959, 5.4075], [-2.6058, -0.6000, 5.1602], [-3.0778, 2.1534, 3.8855], [-4.0455, 1.3947, 5.1599], [-4.0285, 0.7069, 3.5330], [2.6874, 5.3553, -5.0993], [2.2609, 4.7841, -3.3553], [2.3936, 3.4423, -3.0311], [2.0469, 3.0158, -1.7586], [1.5806, 3.9266, -0.8124], [1.5064, 5.2760, -1.1401], [1.8331, 5.7083, -2.4150], [1.1188, 3.5372, 0.5517], [1.0912, 4.2886, 1.4829], [0.7072, 2.2461, 0.7430], [2.7807, 2.7445, -3.7622], [2.2044, 1.9803, -1.4997], [1.1787, 5.9797, -0.3858], [1.7550, 6.7542, -2.6803]],
  "forces_ev_per_a": [[-0.900, 0.773, 0.818], [0.363, -0.328, -0.171], [-0.055, 0.095, 0.076], [0.055, -0.107, 0.040], [-0.035, 0.014, -0.064], [-0.048, 0.045, -0.020], [-0.075, 0.069, -0.049], [0.064, -0.114, -0.041], [0.689, -0.346, 0.476], [0.013, 0.026, 0.035], [-0.003, -0.002, 0.014], [0.002, -0.033, 0.053], [0.050, -0.003, -0.021], [-0.010, 0.161, 0.002], [-0.093, -0.098, 0.146], [0.156, -0.156, -0.004], [0.156, 0.023, -0.001], [-0.059, 0.152, 0.026], [-0.020, 0.030, 0.014], [-0.039, 0.138, 0.040], [-0.051, -0.042, -0.161], [0.009, -0.051, 0.034], [-0.035, -0.049, -0.001], [-0.005, -0.002, -0.015], [0.002, -0.030, 0.009], [0.001, -0.008, -0.002], [0.018, -0.023, 0.019], [0.062, -0.015, -0.034], [0.033, -0.051, 0.021], [-0.002, -0.039, 0.010], [0.030, -0.012, -0.067], [-0.025, -0.053, -0.015], [0.025, -0.016, 0.006], [-0.020, -0.019, 0.014], [0.004, -0.047, -0.087], [0.145, -0.113, 0.137], [-0.045, 0.029, 0.149], [-0.014, -0.122, 0.191], [-0.480, 0.281, -0.743], [-0.089, 0.179, -0.034], [-0.040, 0.097, -0.124], [0.052, -0.008, -0.050], [0.021, -0.014, -0.042], [-0.040, -0.029, 0.026], [0.002, 0.045, 0.012], [0.013, 0.041, -0.062], [-0.109, -0.035, -0.026], [0.019, 0.076, -0.146], [0.014, -0.077, -0.047], [0.105, 0.010, 0.039], [0.015, -0.055, 0.002], [-0.060, -0.063, 0.012], [0.047, -0.004, -0.032], [0.002, 0.024, 0.050], [-0.002, -0.001, 0.029], [0.019, 0.013, -0.075], [0.005, -0.077, 0.084], [0.055, 0.089, -0.048], [-0.165, -0.212, 0.024], [-0.047, 0.097, 0.004], [-0.021, 0.064, 0.057], [0.075, 0.134, -0.028], [-0.058, 0.005, 0.138], [0.430, -0.091, -0.664], [-0.019, 0.027, 0.032], [-0.079, -0.155, 0.058], [-0.015, -0.002, -0.053], [0.007, -0.037, 0.030]],
  "lowdin_charge": [1.01, -0.38, -0.17, -0.01, -0.02, -0.01, -0.04, -0.62, 0.71, 0.13, 0.12, 0.13, 0.13, -0.05, -0.13, -0.18, -0.12, -0.05, -0.09, -0.05, -0.18, 0.14, 0.14, 0.10, 0.14, 0.13, 0.13, 0.14, 0.14, 0.19, 0.14, 0.14, 0.11, 0.11, -0.06, -0.19, 0.05, -0.69, 0.63, 0.03, -0.20, -0.06, 0.09, 0.08, 0.07, 0.11, 0.09, 0.12, 0.12, 0.10, 0.13, 0.07, 0.09, 0.08, 0.79, -0.68, -0.12, -0.05, -0.15, 0.01, -0.09, -0.49, 0.14, -0.33, 0.10, 0.09, 0.13, 0.11],
  "relative_energy_kj_mol": 218.2,
  "lumo_energy_ha": [-0.2085, -0.2123],
  "homo_ha": [-0.4734, -0.4731],
  "homo_lumo_gap_ev": [7.21, 7.10],
  "mol_weight_g_mol": 757.79,
  "total_charge": 2
}